{"formula": "C5H11O2", "method": "ωB97M-V/def2-TZVPD", "de_lowest_kcal_mol": 156.3, "charge": -1, "homo_lumo_gap_ev": 5.4859, "e_lumo_ev": 2.17, "spin_multiplicity": 1, "e_tot_ha": -347.4006, "elements": ["H", "H", "C", "H", "O", "H", "O", "H", "H", "C", "H", "H", "C", "H", "H", "C", "C", "H"], "positions_angstrom": [[2.37034, -0.48997, -1.48833], [0.02883, 1.23177, -0.85568], [0.98474, -0.56501, 0.05851], [3.66225, -0.49350, 1.30967], [-4.54228, 0.26258, 0.66589], [-3.67021, 0.53377, 0.05221], [-2.48010, 0.93599, -0.42191], [0.77110, -0.90358, 1.08793], [-4.81249, -0.64403, 0.48328], [3.52514, -0.32818, 0.24039], [-1.84224, -0.76319, 0.41732], [-0.38649, -0.31523, -1.58061], [-0.15780, 0.17995, -0.59711], [2.66013, 1.34008, 0.01991], [4.35211, -0.46542, -0.43230], [-1.47457, 0.27958, 0.22090], [2.27158, -0.48261, -0.40801], [-1.26005, 0.68699, 1.22793]], "atomic_forces_ev_per_a": [[-0.10, 0.90, -0.23], [0.78, 0.01, 0.06], [0.78, 0.26, 0.56], [-0.06, 0.18, -0.26], [-0.45, -0.16, -0.06], [0.08, -0.09, 0.56], [0.62, 0.58, -0.60], [0.42, 0.58, -0.18], [0.19, 0.20, -0.11], [-1.26, 2.69, 0.39], [0.56, -0.02, 0.20], [-0.11, 0.51, 0.62], [-0.85, -1.13, -1.05], [2.97, -1.70, 0.66], [0.59, 0.38, 0.21], [-0.85, -1.33, -0.21], [-3.63, -2.04, -0.62], [0.34, 0.18, 0.07]]}